[1]
Computed, not measured: C37H40As2N2O2Pt as an isolated structure, with the ωB97M-V functional and the def2-TZVPD basis.

Each line ends with the Mulliken charge.
Element x y z (Å)
Pt  1.30727  -0.08463  0.33438  2.233
C  0.75919  2.66064  2.69834  -1.397
C  -0.55719  2.01432  2.62186  -0.105
As  -0.68209  1.01233  0.91764  0.031
C  -2.30467  -0.01844  0.97735  0.602
C  -3.28274  0.21904  1.93666  -0.425
C  -4.44875  -0.53279  1.93244  -0.810
C  -4.63485  -1.52126  0.97504  -0.780
C  -3.66136  -1.75354  0.01328  -0.530
C  -2.49825  -0.99805  0.01167  -0.437
C  -1.19148  2.47705  -0.25535  0.301
C  -0.23817  3.33654  -0.79168  -0.054
C  -0.63445  4.42294  -1.56047  -0.726
C  -1.98038  4.65657  -1.79877  -0.591
C  -2.93465  3.80605  -1.25696  -0.788
C  -2.54423  2.72143  -0.48572  -0.285
As  1.26965  -1.71000  2.11783  -0.019
C  0.05778  -3.06205  1.38831  0.330
C  0.02065  -3.26830  0.00840  -0.529
C  -0.70903  -4.30848  -0.54466  -0.390
C  -1.41674  -5.17453  0.27844  -0.576
C  -1.36359  -5.00181  1.65294  -0.700
C  -0.62231  -3.96365  2.20340  -0.302
C  0.27898  -1.03752  3.65972  0.178
C  -1.08673  -1.16415  3.89636  -0.027
C  -1.65330  -0.64091  5.05197  -0.785
C  -0.86408  0.01829  5.98403  -0.670
C  0.50276  0.13743  5.76615  -0.603
C  1.06699  -0.39686  4.61819  -0.716
H  1.58319  2.15845  3.18302  0.342
H  0.93265  3.61427  2.22088  0.387
H  -1.36995  2.74162  2.57722  0.805
H  -0.73272  1.30764  3.43007  -0.051
H  -3.13597  0.97509  2.69840  0.433
H  -5.20979  -0.34976  2.67976  0.469
H  -5.54111  -2.11251  0.97963  0.394
H  -3.80086  -2.52931  -0.72815  0.431
H  -1.73198  -1.18744  -0.73041  0.205
H  0.81264  3.15499  -0.61464  0.390
H  0.11294  5.08949  -1.97242  0.466
H  -2.28729  5.50150  -2.40108  0.409
H  -3.98678  3.98632  -1.43436  0.454
H  -3.30107  2.06164  -0.08120  0.375
H  0.56245  -2.59244  -0.64519  0.425
H  -0.72585  -4.44737  -1.61942  0.400
H  -1.99078  -5.98688  -0.14769  0.418
H  -1.89166  -5.68477  2.30597  0.411
H  -0.57000  -3.87261  3.28112  0.481
H  -1.72305  -1.65531  3.17247  0.572
H  -2.71766  -0.74800  5.22163  0.457
H  -1.30860  0.42644  6.88224  0.413
H  1.12817  0.63572  6.49558  0.418
H  2.13932  -0.32418  4.46650  0.463
O  1.82757  1.21577  -1.44083  -0.803
C  1.48428  0.79862  -2.56960  0.472
C  0.98938  1.76883  -3.60240  -1.249
C  -0.53422  1.64552  -3.78253  0.312
C  -0.95734  0.49487  -4.69188  -1.048
C  -0.56289  -0.89990  -4.21109  -0.138
C  0.94156  -1.10946  -4.06803  -1.063
N  1.49636  -0.50020  -2.86088  0.011
H  1.49444  1.60142  -4.55777  0.585
H  1.25269  2.76234  -3.24692  0.379
H  -0.89932  2.58174  -4.20655  0.398
H  -1.00587  1.55425  -2.79829  -0.256
H  -0.52570  0.65636  -5.68569  0.371
H  -2.04070  0.52941  -4.82095  0.421
H  -0.93709  -1.63457  -4.92736  0.385
H  -1.03887  -1.12416  -3.25026  -0.063
H  1.46649  -0.73168  -4.94963  0.371
H  1.16497  -2.17285  -3.99670  0.512
H  1.85358  -1.10228  -2.12732  0.299
O  3.00446  -1.20831  -0.34485  -0.878
N  4.13158  -0.54276  -0.57765  0.328
C  4.99690  -1.08704  -1.45075  -0.144
C  6.19882  -0.47186  -1.71579  -0.772
C  6.51517  0.71746  -1.07643  -0.159
C  5.60704  1.25374  -0.17928  -1.039
C  4.41416  0.60562  0.05913  0.039
H  4.67008  -2.01743  -1.88862  0.462
H  6.87635  -0.93336  -2.41898  0.428
H  7.45486  1.21405  -1.27192  0.425
H  5.80989  2.17490  0.34697  0.429
H  3.65084  0.95271  0.74222  0.585

Computed properties:
⟨S²⟩ ... 0.755
Spin multiplicity ... 2
Charge ... +1
HOMO level (alpha / beta) ... -9.864 / -9.862 eV
ΔE to the lowest compared entry with this formula, charge and spin ... 0.2 kcal per mole

[2]
Computed, not measured: C19H23I2N4O2RhSe3Te as an isolated structure, with the ωB97M-V functional and the def2-TZVPD basis.

Each line ends with the Mulliken charge.
Element x y z (Å)
Rh  -1.70494  0.56655  1.15062  0.566
I  2.01516  -5.92390  2.22748  0.056
C  0.62393  -4.39295  1.94930  -0.469
C  -0.45512  -4.57960  1.09685  -0.356
C  -1.35629  -3.54962  0.90531  -0.278
I  -2.92435  -3.80873  -0.44100  0.035
C  -1.24274  -2.30154  1.55664  0.342
O  -2.13917  -1.38339  1.33216  -0.776
C  -0.12524  -2.14926  2.41828  0.776
C  0.08947  -0.84872  3.14058  -1.096
N  0.14394  0.23822  2.14729  0.198
C  0.58091  1.54222  2.65268  -1.028
C  0.29491  2.59707  1.61547  0.952
C  1.18637  3.59087  1.26276  -0.981
C  0.79675  4.54457  0.33080  -0.321
C  -0.47666  4.48681  -0.20626  -0.885
C  -1.31069  3.44788  0.17400  -0.402
N  -0.92165  2.51846  1.04402  0.490
C  0.78418  -3.18242  2.59950  -0.601
H  -0.58821  -5.51489  0.57124  0.380
H  1.02333  -0.88955  3.71137  0.363
H  -0.72943  -0.62266  3.82667  0.322
H  0.72820  -0.05371  1.36522  0.128
H  1.63303  1.55395  2.95147  0.383
H  -0.02624  1.75447  3.53781  0.336
H  2.16759  3.61924  1.71643  0.448
H  1.48147  5.32973  0.03806  0.434
H  -0.82582  5.22399  -0.91503  0.457
H  -2.32165  3.34356  -0.20303  0.553
H  1.62862  -3.03031  3.26129  0.392
Se  -2.88044  1.20595  3.17314  -0.113
Se  -4.47635  -0.43624  3.42775  -0.301
Te  -5.42823  -0.46466  1.04739  -0.032
Se  -3.78946  1.01430  -0.09179  -0.209
C  -1.23979  1.43259  -2.80607  -0.723
N  -0.00015  0.68089  -2.78097  0.233
C  0.64663  0.45484  -4.06176  -0.656
C  2.11951  0.18139  -3.84178  -0.722
C  2.25051  -1.03105  -2.94516  -0.656
N  1.38569  -0.90964  -1.78137  0.268
C  1.65885  -1.82610  -0.68711  -0.872
C  0.33542  -0.04625  -1.68328  0.369
O  -0.27577  0.04527  -0.60624  -0.232
H  -1.05462  2.43901  -3.18788  0.333
H  -1.64846  1.48977  -1.80485  -0.173
H  -1.98061  0.94096  -3.44127  0.334
H  0.49797  1.34796  -4.66946  0.368
H  0.17583  -0.38386  -4.59002  0.297
H  2.57843  1.05159  -3.36698  0.297
H  2.62665  0.00265  -4.78937  0.382
H  3.27905  -1.14328  -2.59445  0.390
H  1.99527  -1.94168  -3.49930  0.342
H  2.46234  -1.45632  -0.04130  0.276
H  1.96981  -2.78597  -1.10121  0.507
H  0.76229  -1.98846  -0.09465  -0.124

Computed properties:
Spin multiplicity ... 1
HOMO level ... -6.183 eV
ΔE to the lowest compared entry with this formula, charge and spin ... 0.0 kcal per mole

[3]
Computed, not measured: the molecule C7H9N3, with the ωB97M-V functional and the def2-TZVPD basis.

Each line ends with the Mulliken charge.
Element x y z (Å)
C  0.37716  -1.96170  -1.63392  -0.536
C  1.05929  -0.94036  -2.27673  -0.481
C  -0.42856  -1.66559  -0.54421  -0.647
C  0.95815  0.36374  -1.84531  -0.637
C  -0.55410  -0.36341  -0.11616  0.729
C  0.11338  0.68730  -0.77184  0.440
C  -1.38338  0.06672  1.08480  -0.604
N  -0.18576  1.93613  -0.37817  -0.681
N  -1.13291  1.42118  1.48054  -0.214
N  -0.26316  1.56626  2.45772  -0.295
H  0.49526  -2.98202  -1.96056  0.372
H  1.68879  -1.17141  -3.12504  0.354
H  -0.94706  -2.45930  -0.02325  0.369
H  1.49414  1.15206  -2.35081  0.367
H  -2.44067  0.02511  0.80683  0.266
H  -1.19210  -0.63312  1.90973  0.478
H  0.57637  2.59143  -0.27392  0.225
H  0.51313  0.91341  2.57110  0.236
H  -0.08594  2.52955  2.70192  0.261

Computed properties:
Spin multiplicity ... 1
HOMO level (alpha / beta) ... -7.397 / -7.234 eV
ΔE to the lowest compared entry with this formula, charge and spin ... 83.2 kcal per mole

Sequential max |F| output: 0.333; 0.633; 2.289 eV/Å